Run i
Molecular formula: C5H13NO2
Method: DFT, ωB97M-V/def2-TZVPD

- M: 119.16 g mol⁻¹
- SMILES: CC(C)CNC=O.O
- HOMO: -9.69 eV

Atoms and positions in Å:
O (2.582, -0.540, 0.869)
C (1.555, -1.077, 1.232)
N (0.342, -0.528, 1.172)
C (0.076, 0.717, 0.450)
C (-1.422, 0.991, 0.091)
C (-2.000, -0.156, -0.773)
C (-1.418, 2.344, -0.591)
H (1.587, -2.084, 1.734)
H (-0.508, -1.061, 1.144)
H (0.357, 1.588, 1.077)
H (0.755, 0.962, -0.396)
H (-2.030, 1.115, 1.044)
H (-2.808, 0.262, -1.409)
H (-1.419, -0.767, -1.451)
H (-2.446, -0.768, 0.035)
H (-1.315, 3.167, 0.109)
H (-2.365, 2.484, -1.119)
H (-0.645, 2.601, -1.349)
H (0.561, -1.710, -2.615)
H (0.062, -1.092, -1.332)
O (0.766, -1.664, -1.675)

***

Run ii
Molecular formula: C5H13NO2
Method: DFT, ωB97M-V/def2-TZVPD

- M: 119.16 g mol⁻¹
- SMILES: CCNC(=O)CC.O
- HOMO: -9.86 eV

Atoms and positions in Å:
C (-1.087, 0.993, -0.668)
C (-2.319, 0.508, -1.438)
C (-0.219, -0.202, -0.270)
N (0.926, 0.065, 0.416)
C (1.463, 1.359, 0.805)
C (2.561, 1.843, -0.175)
O (-0.510, -1.372, -0.463)
H (-0.421, 1.739, -1.098)
H (-1.386, 1.422, 0.293)
H (-2.308, -0.579, -1.449)
H (-3.176, 0.912, -0.946)
H (-2.377, 0.738, -2.501)
H (1.433, -0.753, 0.719)
H (0.631, 2.049, 0.894)
H (1.976, 1.253, 1.761)
H (2.601, 2.930, -0.093)
H (2.295, 1.471, -1.161)
H (3.559, 1.499, 0.093)
H (-0.835, -3.136, 0.618)
H (-0.567, -2.170, 1.696)
O (-0.777, -3.100, 1.578)

***

Result of the stability comparison: run i is the least stable of them.

***

Run i
Molecular formula: C5H13NO2
Method: DFT, ωB97M-V/def2-TZVPD

- M: 119.16 g mol⁻¹
- SMILES: C=C/C=C/CN.O.O
- HOMO: -8.20 eV

Atoms and positions in Å:
N (-1.450, 1.522, -0.126)
C (-0.771, 1.122, -1.312)
C (1.236, -1.625, 0.700)
C (2.133, -0.831, 0.015)
C (1.565, 0.152, -0.854)
C (0.218, -0.023, -1.213)
H (-1.159, 1.553, 0.823)
H (-2.429, 1.717, -0.222)
H (-0.266, 1.932, -1.869)
H (-1.539, 0.719, -1.967)
H (1.728, -2.408, 1.259)
H (0.216, -1.231, 0.159)
H (3.209, -0.877, 0.139)
H (2.196, 0.924, -1.313)
H (0.084, -0.820, -1.945)
H (0.439, 0.274, 2.447)
H (0.866, 0.981, 1.213)
O (0.372, 1.137, 2.025)
H (-2.234, -0.688, 1.014)
H (-1.865, -2.105, 0.539)
O (-2.549, -1.426, 0.487)

***

Run ii
Molecular formula: C5H13NO2
Method: DFT, ωB97M-V/def2-TZVPD

- M: 119.16 g mol⁻¹
- SMILES: C=C/C(C)=C/N.O.O
- HOMO: -8.07 eV

Atoms and positions in Å:
C (0.844, -1.470, -1.255)
N (2.013, 1.378, -0.763)
C (1.279, 0.507, 0.140)
C (0.787, -0.807, 0.056)
C (0.015, -1.432, 1.184)
C (0.629, -1.754, 2.296)
H (0.902, -2.567, -1.129)
H (1.550, -1.078, -1.940)
H (-0.147, -1.424, -1.840)
H (2.367, 0.890, -1.643)
H (1.494, 2.263, -0.978)
H (1.464, 0.737, 1.191)
H (-1.043, -1.628, 0.848)
H (1.662, -1.582, 2.514)
H (0.179, -2.146, 3.163)
H (-2.024, 3.261, 1.345)
H (-1.134, 2.929, 0.136)
O (-2.039, 2.810, 0.483)
H (-3.248, -0.271, -1.456)
H (-2.868, 0.946, -0.811)
O (-2.683, 0.438, -1.541)

***

Result of the stability comparison: run i is the least stable of them.

***

Run i
Molecular formula: C5H13NO2
Method: DFT, ωB97M-V/def2-TZVPD

- M: 119.16 g mol⁻¹
- HOMO: -7.92 eV

Atoms and positions in Å:
C (-0.166, -0.677, -0.693)
C (1.225, -0.950, -0.388)
C (2.035, -0.017, 0.258)
C (3.174, -0.209, 0.980)
N (-1.033, -1.349, 0.258)
C (-2.452, -0.815, 0.206)
O (-2.506, 0.491, -0.050)
H (-0.446, -0.912, -1.729)
H (-0.396, 0.397, -0.623)
H (1.448, -2.015, -0.460)
H (-1.608, 1.335, 0.623)
H (1.680, 1.010, 0.195)
H (3.591, 0.640, 1.496)
H (3.513, -1.226, 1.141)
H (-0.654, -1.121, 1.176)
H (-2.923, -1.451, -0.556)
H (-2.885, -1.039, 1.191)
H (0.016, 2.180, -2.650)
H (-0.094, 1.421, -2.672)
H (-0.495, 2.482, 0.919)
O (-1.025, 1.824, 1.379)

***

Run ii
Molecular formula: C5H13NO2
Method: DFT, ωB97M-V/def2-TZVPD

- M: 119.16 g mol⁻¹
- SMILES: CN(O)C(C)(C)CO
- HOMO: -8.90 eV

Atoms and positions in Å:
C (-0.258, 0.102, -0.040)
C (-1.344, -0.593, -0.901)
C (2.214, 0.112, 0.117)
C (-0.318, 1.604, -0.319)
C (-0.502, -0.189, 1.447)
N (1.028, -0.416, -0.528)
O (1.055, -1.846, -0.383)
O (-2.637, -0.083, -0.701)
H (1.239, -2.184, -1.268)
H (-2.910, -0.287, 0.199)
H (-1.114, -0.417, -1.954)
H (-1.322, -1.673, -0.710)
H (2.279, -0.136, 1.182)
H (2.233, 1.190, -0.012)
H (3.078, -0.318, -0.390)
H (0.223, 0.335, 2.064)
H (0.210, 2.175, 0.440)
H (0.113, 1.816, -1.294)
H (-1.360, 1.916, -0.327)
H (-1.493, 0.148, 1.742)
H (-0.414, -1.258, 1.633)

***

Result of the stability comparison: run i is the least stable of them.

***

Run i
Molecular formula: C5H13NO2
Method: DFT, ωB97M-V/def2-TZVPD

- M: 119.16 g mol⁻¹
- SMILES: CNC(=O)C(C)C.O
- HOMO: -9.62 eV

Atoms and positions in Å:
C (-1.522, -0.806, -1.879)
N (-0.145, -0.250, -1.730)
C (0.498, -0.358, -0.520)
C (-0.109, -0.810, 0.791)
C (0.852, -1.800, 1.478)
C (-0.218, 0.566, 1.609)
O (1.613, 0.167, -0.512)
H (-1.433, -1.719, -2.509)
H (-2.226, -0.125, -2.366)
H (-1.912, -1.104, -0.917)
H (0.292, 0.279, -2.462)
H (-1.161, -1.200, 0.784)
H (1.834, -1.394, 1.519)
H (0.546, -2.062, 2.474)
H (0.945, -2.648, 0.782)
H (-1.278, 0.721, 1.756)
H (0.154, 1.270, 0.892)
H (0.462, 0.576, 2.464)
H (0.523, 3.201, -0.010)
H (1.222, 3.577, -1.267)
O (1.067, 3.919, -0.375)

***

Run ii
Molecular formula: C5H13NO2
Method: DFT, ωB97M-V/def2-TZVPD

- M: 119.16 g mol⁻¹
- SMILES: C=C/C=C/CN.O.O
- HOMO: -8.80 eV

Atoms and positions in Å:
N (-1.182, -1.048, -0.416)
C (-0.273, -0.121, -1.079)
C (1.282, 3.483, 1.613)
C (0.150, 2.851, 1.310)
C (0.229, 1.514, 0.716)
C (-0.103, 1.315, -0.572)
H (-0.831, -1.295, 0.503)
H (-2.075, -0.581, -0.323)
H (-0.606, 0.051, -2.130)
H (0.766, -0.626, -1.182)
H (1.260, 4.472, 2.002)
H (2.327, 3.131, 1.695)
H (-0.796, 3.385, 1.211)
H (0.388, 0.656, 1.395)
H (-0.129, 2.084, -1.325)
H (0.505, -2.532, 2.136)
H (0.189, -1.223, 2.880)
O (0.314, -1.598, 2.002)
H (-0.948, -3.695, -2.907)
H (0.514, -4.040, -2.780)
O (-0.274, -4.276, -3.282)

***

Result of the stability comparison: run ii is the least stable of them.